139
Properties=species:S:1:pos:R:3:lowdin_charge:R:1 method="wB97M-V/def2-TZVPD" homo_ha=-0.4008 orbital_gap_ha=0.2876 total_energy_ev=-101400.90395 charge=+1
C 3.035 3.397 -2.703 -0.115
O 4.112 3.487 -1.806 -0.179
C 4.158 2.445 -0.850 -0.221
C 5.195 1.379 -1.199 -0.179
C 4.580 0.033 -1.576 -0.194
C 4.102 -0.050 -3.039 -0.205
C 4.639 -1.304 -3.728 -0.191
C 3.802 -2.572 -3.385 -0.191
C 3.347 -3.315 -4.653 -0.197
C 1.851 -3.120 -4.995 -0.204
C 1.119 -4.462 -4.932 -0.203
C 1.176 -5.118 -3.540 -0.184
C -0.167 -5.273 -2.832 -0.144
C -0.856 -3.978 -2.364 -0.249
C -1.022 -3.882 -0.834 -0.080
C -2.110 -2.815 -0.724 -0.269
P -2.268 -1.664 0.674 0.958
C -0.566 -1.062 0.942 -0.203
O -3.045 -0.314 0.221 -0.325
N -2.830 -2.932 -1.791 -0.067
C -3.995 -2.133 -2.210 -0.110
C -3.511 -0.900 -2.977 -0.178
C -4.647 -0.157 -3.670 -0.187
C -4.098 0.904 -4.645 -0.184
C -4.031 2.317 -4.074 -0.187
C -3.343 2.451 -2.701 -0.247
C -4.401 2.386 -1.609 -0.455
S -3.709 2.808 0.037 1.004
C -5.039 2.259 1.023 -0.739
N -5.055 1.501 2.022 0.072
N -6.393 1.400 2.380 0.059
C -7.066 2.072 1.578 -0.178
O -6.260 2.670 0.661 0.044
C -2.359 -4.002 -2.695 -0.070
H 2.146 2.978 -2.240 0.080
H 3.318 2.814 -3.582 0.075
H 2.792 4.405 -3.023 0.085
H 3.202 1.941 -0.712 0.109
H 4.431 2.903 0.097 0.114
H 5.890 1.722 -1.961 0.119
H 5.770 1.202 -0.292 0.081
H 5.304 -0.736 -1.337 0.109
H 3.712 -0.120 -0.937 0.098
H 3.013 -0.053 -3.066 0.102
H 4.426 0.831 -3.586 0.094
H 4.642 -1.131 -4.799 0.101
H 5.642 -1.511 -3.384 0.105
H 2.946 -2.274 -2.791 0.090
H 4.446 -3.242 -2.826 0.105
H 3.954 -3.018 -5.498 0.103
H 3.485 -4.381 -4.506 0.097
H 1.743 -2.665 -5.975 0.105
H 1.394 -2.421 -4.297 0.090
H 1.617 -5.086 -5.667 0.109
H 0.092 -4.340 -5.276 0.105
H 1.923 -4.636 -2.917 0.107
H 1.516 -6.138 -3.698 0.114
H -0.849 -5.825 -3.465 0.116
H 0.040 -5.835 -1.927 0.114
H -0.508 -3.069 -2.833 0.143
H -1.186 -4.816 -0.307 0.103
H -0.116 -3.367 -0.518 0.109
H -0.559 -0.714 1.965 0.048
H 0.142 -1.872 0.835 0.035
H -0.351 -0.236 0.276 0.056
H -3.990 -0.397 0.378 0.038
H -4.470 -1.796 -1.301 0.111
H -4.665 -2.750 -2.792 0.136
H -2.930 -0.307 -2.279 0.091
H -2.837 -1.256 -3.754 0.117
H -5.392 0.243 -2.991 0.105
H -5.151 -0.908 -4.274 0.113
H -4.719 0.908 -5.534 0.111
H -3.110 0.573 -4.955 0.110
H -3.473 2.918 -4.780 0.112
H -5.032 2.718 -3.962 0.112
H -2.515 1.766 -2.552 0.102
H -2.918 3.451 -2.663 0.109
H -4.848 1.408 -1.496 0.055
H -5.144 3.141 -1.816 0.082
H -8.125 2.190 1.553 0.136
H -2.564 -3.719 -3.719 0.136
H -2.870 -4.923 -2.438 0.144
C 7.904 2.737 1.202 -0.657
O 7.629 1.537 1.152 -0.006
N 7.631 3.581 0.169 0.178
N 8.492 3.300 2.292 0.176
H 7.838 4.561 0.178 0.104
H 7.197 3.179 -0.641 0.087
H 8.702 2.685 3.060 0.090
H 8.729 4.274 2.368 0.099
C 6.475 0.892 4.808 -0.713
O 7.662 0.664 4.989 0.014
N 5.984 1.311 3.611 0.166
N 5.537 0.740 5.797 0.155
H 5.013 1.500 3.442 0.102
H 6.650 1.431 2.854 0.056
H 5.860 0.427 6.693 0.100
H 4.561 0.923 5.667 0.093
C 9.342 4.751 5.762 -0.677
O 9.773 5.298 4.757 0.012
N 9.782 5.069 7.016 0.151
N 8.387 3.780 5.698 0.164
H 9.443 4.631 7.851 0.092
H 10.485 5.779 7.089 0.103
H 8.053 3.531 4.788 0.060
H 8.010 3.308 6.497 0.095
C 4.618 -2.008 2.283 -0.678
O 3.860 -1.059 2.116 -0.008
N 4.309 -3.267 1.837 0.146
N 5.816 -1.898 2.918 0.178
H 4.908 -4.061 1.959 0.091
H 3.433 -3.386 1.366 0.089
H 6.075 -0.988 3.258 0.067
H 6.443 -2.667 3.061 0.101
C -9.329 3.213 5.573 -0.683
O -9.555 3.636 6.688 0.038
N -10.320 3.004 4.643 0.142
N -8.070 2.904 5.132 0.156
H -10.152 2.653 3.720 0.083
H -11.261 3.213 4.921 0.104
H -7.316 3.043 5.778 0.104
H -7.867 2.560 4.213 0.051
C -1.702 -6.798 1.973 -0.671
O -0.779 -6.196 1.439 0.002
N -2.711 -7.381 1.257 0.155
N -1.792 -6.935 3.324 0.161
H -3.473 -7.879 1.676 0.098
H -2.671 -7.306 0.259 0.095
H -1.065 -6.521 3.877 0.109
H -2.535 -7.424 3.785 0.100
C -12.112 5.111 1.532 -0.688
O -11.754 4.047 1.051 0.002
N -13.017 5.928 0.916 0.151
N -11.628 5.562 2.727 0.152
H -13.323 6.803 1.294 0.094
H -13.389 5.620 0.038 0.103
H -10.961 4.970 3.190 0.069
H -11.894 6.428 3.153 0.097

=====

123
Properties=species:S:1:pos:R:3:lowdin_charge:R:1 method="wB97M-V/def2-TZVPD" homo_ha=-0.3235 orbital_gap_ha=0.2413 e_above_lowest_kcal_mol=17.38 total_energy_ev=-61510.63829 charge=0
C 0.745 -0.688 -0.021 0.029
C -0.560 -0.258 0.650 -0.296
O -1.501 -0.942 0.564 0.164
N -0.602 1.212 1.300 0.145
H -0.043 1.362 2.107 0.058
H -0.236 1.697 0.637 0.021
C -1.920 1.759 1.634 0.027
H 1.620 -0.003 0.045 0.085
H 0.564 -1.194 -1.053 0.123
H 1.290 -1.358 0.524 0.017
H -2.446 1.987 0.695 0.074
H -2.001 2.605 2.116 0.048
H -2.523 0.925 1.944 0.103
O 1.391 1.757 2.906 -0.402
H 2.025 2.598 2.920 0.074
C 0.514 2.454 -2.349 -0.046
C 1.567 2.997 -1.354 -0.414
C 1.611 4.617 -1.214 0.004
O 1.293 2.587 -0.058 -0.086
H -0.631 3.007 -2.142 0.146
H 0.553 1.333 -2.057 0.074
H 0.727 2.457 -3.415 0.058
H 2.612 2.571 -1.593 0.137
H 1.754 5.107 -2.189 0.091
H 2.313 5.030 -0.657 0.019
H 0.804 5.064 -1.023 -0.018
H 1.960 2.140 0.419 0.014
C -2.662 1.011 -2.347 -0.060
C -4.193 0.677 -2.206 -0.459
C -4.613 0.141 -0.882 -0.031
O -4.889 1.954 -2.308 -0.093
H -2.417 1.666 -1.527 0.028
H -2.215 1.478 -3.207 0.057
H -2.022 -0.004 -2.211 0.111
H -4.564 -0.101 -3.034 0.165
H -4.193 -0.923 -1.051 0.124
H -5.561 0.175 -0.677 0.034
H -3.977 0.379 -0.167 0.005
H -4.559 2.125 -3.243 0.111
C 1.979 -2.565 4.785 -0.050
C 2.378 -1.539 3.755 -0.416
C 2.943 -2.374 2.623 -0.082
O 1.104 -0.976 3.248 -0.107
H 1.397 -3.454 4.308 0.142
H 1.706 -1.955 5.555 0.044
H 2.839 -2.974 5.184 0.049
H 2.841 -0.728 4.143 0.107
H 3.184 -1.846 1.593 0.092
H 2.312 -3.117 2.244 0.040
H 3.893 -2.934 2.959 0.110
H 1.211 0.008 3.102 0.030
C 5.487 0.385 1.222 -0.039
C 4.721 1.685 1.117 -0.473
C 4.991 2.348 -0.273 -0.045
O 3.421 1.246 1.148 -0.152
H 5.272 -0.190 1.982 0.021
H 6.458 0.564 1.240 0.038
H 5.155 -0.326 0.535 0.079
H 4.765 2.445 1.966 0.165
H 4.654 3.443 -0.129 0.092
H 4.620 1.869 -1.132 0.042
H 6.191 2.537 -0.277 0.127
H 2.945 1.351 2.072 0.096
C 3.610 -4.465 -3.758 -0.042
C 2.941 -4.658 -2.465 -0.547
C 2.976 -3.529 -1.542 -0.060
O 1.618 -5.083 -2.676 -0.052
H 4.581 -4.312 -3.823 0.025
H 3.331 -3.433 -4.288 0.125
H 3.210 -5.180 -4.376 0.062
H 3.324 -5.625 -2.102 0.152
H 2.436 -2.619 -1.869 0.075
H 4.058 -3.458 -1.305 0.093
H 2.553 -3.698 -0.487 0.099
H 1.180 -4.451 -3.235 0.033
C 1.089 -1.029 -4.458 -0.026
C -0.220 -1.826 -4.345 -0.388
C -0.606 -2.308 -5.822 -0.041
O -0.041 -2.966 -3.463 -0.098
H 1.796 -1.748 -4.818 0.078
H 1.329 -0.478 -3.669 0.019
H 0.919 -0.348 -5.157 0.032
H -1.135 -1.183 -3.966 0.142
H 0.256 -2.693 -6.263 0.045
H -0.589 -1.376 -6.427 0.077
H -1.594 -2.802 -5.975 0.088
H -0.795 -3.541 -3.560 0.025
C -0.017 1.476 7.139 -0.017
C -0.185 1.015 5.715 -0.488
C -1.189 -0.210 5.509 0.011
O -0.554 2.059 4.876 -0.072
H -0.990 1.798 7.473 0.084
H 0.712 2.119 7.270 0.025
H 0.158 0.589 7.736 0.084
H 0.640 0.733 5.449 0.020
H -2.284 0.182 5.789 0.140
H -0.788 -0.906 6.004 -0.018
H -1.146 -0.467 4.537 0.011
H 0.059 1.939 4.072 0.050
C -1.763 -4.266 -1.040 -0.012
C -2.292 -5.238 -2.176 -0.441
C -3.780 -4.880 -2.406 -0.012
O -1.523 -5.173 -3.307 -0.026
H -0.858 -4.667 -1.015 0.016
H -2.317 -3.799 -0.219 0.089
H -1.527 -3.208 -1.404 0.084
H -2.157 -6.343 -1.936 0.157
H -4.227 -5.450 -1.546 0.117
H -4.075 -5.292 -3.427 0.109
H -3.942 -4.006 -2.451 -0.058
H -1.975 -5.377 -4.069 0.063
C -3.906 6.426 2.364 0.023
C -2.888 5.768 1.466 0.082
C -3.359 4.823 0.150 -0.386
O -2.498 4.190 -0.387 0.072
C -4.797 4.923 -0.081 0.080
C -5.720 5.651 0.857 0.083
C -5.394 6.282 2.109 -0.433
O -6.166 6.725 2.937 0.110
H -3.396 7.068 3.069 0.086
H -1.761 5.940 1.791 0.127
H -5.191 4.406 -0.990 0.114
H -6.657 5.693 0.537 0.058

=====

> Among the records above, which one has the highest charge?

C33H77N17O10PS

=====

> Which of these has the lowest charge?

C33H77NO12

=====

> Which value of charge does entry 1 give?

+1

=====

> Which value of charge does entry 2 give?

0